Entry 1
The following is a DFT calculation (ωB97M-V/def2-TZVPD) of a cluster of 2 separate species, C4H16Si3 in total.

Values from the calculation:
**Spin multiplicity**: 1
**Frontier orbital gap**: 7.623 eV

XYZ file:
```
23
C4H16Si3 ωB97M-V/def2-TZVPD
C 2.2429 -2.6676 0.3279
C 1.3635 2.9625 0.1642
C 2.0547 -1.3586 -0.4973
C 1.4977 1.6389 -0.5666
Si -4.4152 -0.3867 -0.1900
Si -2.2123 -0.3709 0.6352
Si 1.9620 0.1834 0.6417
H 1.2233 -3.0656 0.4464
H 2.8301 -3.4543 -0.1207
H 2.4319 -2.2385 1.2713
H 2.3780 2.9991 0.5377
H 0.8872 3.7046 -0.4108
H 0.7786 3.0624 1.1972
H 1.1498 -1.6796 -1.1724
H 2.9588 -1.3622 -1.2374
H 2.1103 1.7795 -1.4614
H 0.3823 1.2958 -0.7338
H -5.0494 0.9330 0.2379
H -4.0772 -0.1264 -1.5702
H -5.5384 -1.3790 0.1171
H -2.2250 1.0108 0.7040
H -1.6122 -0.8461 1.9547
H -1.1214 -0.6347 -0.2748
```


Entry 2
The following is a DFT calculation (ωB97M-V/def2-TZVPD) of a cluster of 2 separate species, C4H16Si3 in total.

Values from the calculation:
**Spin multiplicity**: 1
**Frontier orbital gap**: 9.113 eV

XYZ file:
```
23
C4H16Si3 ωB97M-V/def2-TZVPD
C -2.3076 1.1799 -1.1694
C 1.2136 2.1633 0.0393
C 2.6474 -0.4964 -0.4622
C -0.4060 -2.8855 -0.2008
Si -2.5120 0.4069 0.6774
Si 1.5124 0.4040 0.7547
Si -0.4713 -0.6621 1.0591
H -3.1562 1.7882 -1.4457
H -1.4312 1.6634 -1.0854
H -2.2857 0.2959 -1.9422
H 1.0169 1.9608 -0.9203
H 0.4748 2.6675 0.6534
H 2.0217 2.7427 0.1735
H 2.1501 -1.2578 -1.0740
H 3.0352 0.1088 -1.1489
H 3.3858 -0.9517 0.0088
H -0.4890 -3.6325 0.5365
H -0.9671 -3.0132 -1.0433
H 0.5771 -2.7570 -0.5676
H -2.5608 1.5192 1.4807
H -3.5383 -0.4947 1.2023
H 2.3434 0.3574 2.1264
H -0.2531 -1.1070 2.3476
```


Stability, lowest: entry 1


Entry 1
The following is a DFT calculation (ωB97M-V/def2-TZVPD) of the ion C3H3ClNO with charge +1.

Values from the calculation:
**Spin multiplicity**: 1
**SMILES string**: O=[N+]=C/C=C\Cl
**Total charge**: +1
**Frontier orbital gap**: 6.754 eV

XYZ file:
```
9
C3H3ClNO ωB97M-V/def2-TZVPD
O 3.2035 0.0420 0.0503
N 2.1281 0.4455 0.0118
C 0.9320 0.8054 -0.1082
C -0.2932 -0.2597 -0.1003
C -1.6512 -0.3966 0.1051
Cl -3.2162 0.3641 -0.0190
H 0.4247 1.8023 -0.0625
H 0.1089 -1.2921 -0.1790
H -1.6366 -1.5110 0.3017
```


Entry 2
The following is a DFT calculation (ωB97M-V/def2-TZVPD) of the ion C3H3ClNO with charge +1.

Values from the calculation:
**Spin multiplicity**: 1
**SMILES string**: O=[N+]1C=C[C@H]1Cl
**Total charge**: +1
**Frontier orbital gap (spin up / spin down)**: 8.411 / 8.412 eV

XYZ file:
```
9
C3H3ClNO ωB97M-V/def2-TZVPD
O 0.4641 2.2188 0.0576
N 0.1312 1.0284 -0.0388
C -0.8435 0.3818 -0.7790
C -0.5903 -0.8615 -0.1209
C 0.5409 -0.2594 0.7168
Cl 1.9649 -0.9990 -0.1187
H -1.4801 0.8849 -1.4928
H -0.8249 -1.9537 -0.0277
H 0.6377 -0.4403 1.8035
```


Stability, lowest: entry 1


Entry 1
The following is a DFT calculation (ωB97M-V/def2-TZVPD) of an isolated molecule of C6H6O2.

Values from the calculation:
**Spin multiplicity**: 1
**SMILES string**: C=C1C(=O)[C@@H]2C[C@H]1O2
**Frontier orbital gap**: 9.155 eV

XYZ file:
```
14
C6H6O2 ωB97M-V/def2-TZVPD
C -1.5089 1.4796 0.9395
C -0.6777 0.6419 0.2255
C -0.8398 -0.1544 -1.0361
O -1.7656 0.1072 -1.9164
C 0.5835 -0.8586 -1.2905
C 0.9900 -1.1995 0.2534
C 0.8980 0.3149 0.5134
O 1.4015 0.4195 -0.9059
H -0.9035 1.5500 2.0129
H -2.6212 1.7248 0.7083
H 0.8076 -1.3870 -2.1525
H 0.2017 -1.7900 0.8348
H 2.0745 -1.5430 0.3161
H 1.3599 0.6945 1.4975
```


Entry 2
The following is a DFT calculation (ωB97M-V/def2-TZVPD) of an isolated molecule of C6H6O2.

Values from the calculation:
**Spin multiplicity**: 1
**SMILES string**: O=C=C/C=C/CC=O
**Frontier orbital gap**: 9.554 eV

XYZ file:
```
14
C6H6O2 ωB97M-V/def2-TZVPD
O -2.9019 -1.1652 -0.5880
C -2.4062 -0.2488 -0.0542
C -1.8684 0.6413 0.6901
C -0.5952 1.1649 0.2607
C 0.3599 0.3008 -0.0396
C 1.7204 0.8082 -0.6608
C 2.7035 -0.3125 -0.1354
O 2.3669 -1.2484 0.6330
H -2.3212 0.9864 1.6638
H -0.5852 2.4464 -0.0685
H 0.3274 -0.7987 0.0836
H 2.0237 1.7565 -0.2575
H 1.6126 0.9986 -1.7359
H 3.7393 -0.2036 -0.4100
```


Stability, lowest: entry 1